This record from OMol25 describes a gas-phase ion, C3H8NO (charge +1) at a distorted geometry. The level of theory is the ωB97M-V functional and the def2-TZVPD basis.

Structure (ORCA input):
```
! RIJCOSX wB97M-V def2-TZVPD def2/J DEFGRID3
* xyz 1 1
C 0.226 -0.928 1.494
C 0.266 0.424 0.667
N 0.101 0.102 -0.655
C -0.755 0.586 -1.613
O 1.204 -0.820 -1.099
H -0.583 -1.525 1.052
H 1.148 -1.483 1.516
H 0.171 -0.724 2.645
H 1.242 0.865 0.868
H -0.514 1.180 1.015
H -1.286 1.417 -1.148
H -1.170 -0.171 -2.215
H -0.049 1.076 -2.527
*
```

Its LUMO energy (alpha / beta) is -8.6 / -8.6 eV. Its energy relative to the best compared isomer or geometry (same formula, charge and spin) is 138.2 kcal/mol. The SMILES is CC[N+](C)=O.